1.
14
Properties=species:S:1:pos:R:3 method="wB97M-V/def2-TZVPD" lumo_ha="-0.04630 / -0.04822" multiplicity=1 relative_energy_kcal_mol=82.60 total_charge=0 homo_ev="-8.3239 / -8.2696"
C 0.14 0.92 2.42
C -2.99 0.62 -0.80
N 1.96 -0.26 0.43
O 0.84 2.10 0.04
P 0.64 0.75 0.59
S -1.71 -0.69 -0.74
H 0.33 0.01 3.03
H 0.90 1.64 2.94
H -0.81 1.30 2.53
H -2.55 1.54 -0.37
H -3.73 0.23 -0.12
H -3.48 1.09 -1.69
H 1.96 -1.19 0.82
H 2.79 0.07 0.05

2.
15
Properties=species:S:1:pos:R:3 method="wB97M-V/def2-TZVPD" lumo_ha=0.01905 multiplicity=1 relative_energy_kcal_mol=113.20 total_charge=0 homo_ev=-7.5318
O -1.52 -0.33 2.19
C -1.41 0.26 0.90
C 0.01 0.21 0.44
C 0.48 -0.76 -0.55
C 1.76 -0.62 -1.12
C 0.91 1.57 -1.27
O 0.51 2.16 -2.17
H -2.42 -0.18 2.51
H -1.73 1.31 0.93
H -2.06 -0.25 0.17
H 0.75 0.58 1.15
H 0.42 -1.30 0.49
H -0.31 -1.20 -1.17
H 2.03 -1.21 -1.99
H 2.58 -0.26 -0.51

3.
60
Properties=species:S:1:pos:R:3 method="wB97M-V/def2-TZVPD" lumo_ha="-0.01757 / -0.02288" multiplicity=3 relative_energy_kcal_mol=0.00 total_charge=0 homo_ev="-5.6992 / -7.7691"
Ti -0.84 0.89 0.25
Cl -4.39 -1.46 -5.37
C -4.04 -0.75 -3.82
C -4.61 0.37 -3.32
C -4.16 0.97 -2.13
C -3.13 0.41 -1.39
O -2.61 0.96 -0.30
C -2.62 -0.82 -1.88
C -1.52 -1.46 -1.28
N -0.98 -1.11 -0.10
C -0.48 -1.99 0.81
C -0.21 -3.34 0.67
C 0.34 -4.07 1.76
C 0.57 -3.51 2.99
C 0.21 -2.15 3.19
C 0.41 -1.46 4.41
C 0.16 -0.11 4.47
C -0.23 0.56 3.31
N -0.46 -0.05 2.16
C -0.20 -1.40 2.11
C -3.06 -1.35 -3.08
H -5.44 0.85 -3.86
H -4.62 1.88 -1.83
H -1.20 -2.44 -1.66
H -0.41 -3.89 -0.25
H 0.65 -5.11 1.65
H 1.04 -4.02 3.81
H 0.78 -1.98 5.28
H 0.15 0.45 5.40
H -0.39 1.64 3.26
H -2.56 -2.20 -3.46
N 2.67 -0.36 -2.05
C 3.36 -0.83 -0.97
C 4.58 -1.45 -0.91
C 5.02 -1.72 0.38
C 4.23 -1.45 1.50
C 3.02 -0.81 1.43
C 2.59 -0.44 0.14
N 1.46 0.27 -0.31
C 1.57 0.29 -1.61
C 0.70 1.03 -2.42
C 0.83 1.34 -3.74
S -0.49 2.32 -4.23
C -1.08 2.34 -2.65
N -0.38 1.64 -1.81
H 2.87 -0.57 -3.00
H 5.15 -1.68 -1.84
H 5.99 -2.18 0.52
H 4.61 -1.72 2.47
H 2.42 -0.52 2.30
H 1.65 1.10 -4.37
H -2.04 2.80 -2.37
F 0.41 5.24 2.89
C -0.74 5.01 2.21
F -1.36 6.17 2.00
F -1.55 4.26 2.98
S -0.45 4.08 0.63
O 0.73 4.62 0.04
O -1.67 4.19 -0.11
O -0.28 2.68 1.14

4.
18
Properties=species:S:1:pos:R:3 method="wB97M-V/def2-TZVPD" lumo_ha="-0.17365 / -0.17363" multiplicity=1 relative_energy_kcal_mol=108.65 total_charge=+1 homo_ev="-13.9105 / -13.9108"
C 0.68 -2.12 0.43
C 0.85 -1.26 -0.75
N 1.55 -0.24 -0.87
N 2.40 0.40 -0.14
C 2.06 1.41 0.56
N 0.69 1.85 0.34
C -0.16 0.87 0.05
C -1.48 0.94 -0.63
H 1.22 -1.66 1.26
H 1.27 -2.95 0.15
H -0.39 -2.48 0.43
H 0.29 -1.49 -1.63
H 2.69 1.98 1.19
H 0.62 2.87 0.16
H -0.14 0.05 0.71
H -1.94 1.93 -0.37
H -2.07 0.22 -0.26
H -1.61 0.97 -1.72